Record 1
ORCA calculation (ωB97M-V with the def2-TZVPD basis set) on a cluster of 9 separate species, C21H60O9 in total at a distorted geometry.

Structure (XYZ):
```
90
Properties=species:S:1:pos:R:3:forces:R:3:mulliken_charge:R:1
C -0.194766 -1.737852 5.771209 1.0 -0.2 0.1 -1.506
C -0.355560 -0.780539 4.613185 -1.1 0.9 0.9 0.816
C -1.488954 -1.160687 3.675209 0.3 -0.2 -0.2 -0.345
O -0.751739 0.465180 5.261742 0.2 -0.1 0.0 -0.582
H -1.142397 -1.977198 6.249336 -0.1 -0.1 -0.3 0.342
H 0.429674 -1.294560 6.550005 0.0 0.1 -0.1 0.383
H 0.338679 -2.636393 5.451710 -0.3 -0.2 0.0 0.361
H 0.563108 -0.559069 4.067085 0.2 -0.5 0.0 0.072
H -1.291495 -2.066159 3.095199 0.3 0.2 -0.2 0.013
H -1.628461 -0.292228 3.028490 -0.3 -0.3 -0.3 -0.300
H -2.409834 -1.383494 4.215063 0.0 0.4 0.2 0.402
H -0.718474 1.179880 4.621179 0.0 0.0 -0.2 0.266
C -2.437859 -1.302802 -2.379101 0.1 -0.4 1.4 -0.646
C -1.805623 -2.071136 -3.515950 0.0 -0.6 -0.3 0.608
C -1.196091 -1.170716 -4.574555 -0.3 -0.4 0.3 -0.989
O -0.792967 -2.954025 -3.030187 0.4 0.5 0.0 -0.501
H -2.736336 -2.019837 -1.600961 -0.1 0.0 -0.2 0.076
H -3.330508 -0.703313 -2.553439 0.1 0.1 -0.6 0.457
H -1.686279 -0.691824 -1.864289 0.0 0.2 -0.3 -0.063
H -2.548654 -2.722382 -4.001053 -0.2 0.3 0.0 0.149
H -2.024453 -0.634753 -5.039576 0.2 0.2 -0.1 0.445
H -0.690594 -1.776826 -5.325422 0.1 0.1 0.0 0.361
H -0.488296 -0.481670 -4.113663 0.0 0.1 -0.1 -0.165
H -1.123890 -3.446121 -2.265304 -0.1 0.0 -0.1 0.296
C 2.554606 4.376966 -2.176835 -0.6 -0.1 -0.3 -1.090
C 1.474642 3.530449 -2.855309 -0.3 0.2 -0.1 0.200
C 0.886947 2.466953 -1.948439 0.2 -0.2 0.1 -0.382
O 0.436837 4.347290 -3.417151 0.1 0.0 0.2 -0.568
H 2.570475 5.348467 -2.669443 0.3 0.0 -0.1 0.402
H 3.519608 3.885867 -2.280489 0.1 0.1 0.3 0.347
H 2.298782 4.544754 -1.129295 0.2 -0.1 0.1 0.083
H 1.885769 3.034620 -3.736617 0.2 0.0 0.1 0.246
H 1.679045 1.847878 -1.518744 0.0 -0.1 -0.2 0.312
H 0.198702 1.845939 -2.522892 0.0 -0.1 0.1 0.096
H 0.354091 2.876438 -1.080584 -0.1 0.2 -0.2 0.053
H -0.053975 4.752876 -2.694779 0.0 0.0 0.0 0.332
C 2.907396 -1.732267 -2.296064 -0.2 0.2 0.1 -0.893
C 2.863595 -1.948813 -3.798770 0.7 0.9 -0.1 0.660
C 2.767045 -0.606623 -4.513989 -0.9 0.4 -0.9 -1.148
O 4.098559 -2.588210 -4.156905 -0.3 -0.2 -0.1 -0.585
H 1.899389 -1.689950 -1.880661 0.0 -0.2 0.0 -0.029
H 3.360631 -0.765399 -2.064087 0.2 -0.1 0.0 0.297
H 3.494303 -2.508389 -1.809214 -0.1 -0.1 0.0 0.426
H 2.001022 -2.541569 -4.114793 0.1 -0.3 0.2 0.154
H 1.840664 -0.093394 -4.227405 0.1 0.0 0.2 0.010
H 2.656543 -0.708413 -5.602469 0.1 -0.3 0.1 0.430
H 3.598165 0.087494 -4.388820 0.2 -0.3 0.5 0.371
H 4.034967 -2.808952 -5.091244 0.1 0.0 0.0 0.330
C -4.657688 1.812848 0.798640 -0.2 -0.7 -0.1 -1.421
C -3.401170 2.204591 1.539387 0.2 0.8 -0.7 0.962
C -2.194470 2.338547 0.602643 0.4 -0.1 -0.1 -0.507
O -3.669447 3.472998 2.151315 -0.1 -0.1 0.2 -0.592
H -5.459761 1.545024 1.488272 0.1 -0.1 0.0 0.378
H -4.405613 0.959925 0.161176 -0.3 -0.1 0.2 0.237
H -5.085362 2.563794 0.133991 0.5 0.4 0.1 0.359
H -3.124227 1.470063 2.300462 -0.4 -0.1 0.1 -0.090
H -1.278856 2.156934 1.174884 0.1 0.3 -0.1 -0.043
H -2.167136 3.332704 0.153944 0.0 0.1 0.2 0.391
H -2.153854 1.637917 -0.236164 -0.3 -0.2 0.2 0.069
H -3.038228 3.643086 2.855140 0.1 -0.1 0.0 0.310
C -0.490788 -4.362804 0.821409 0.1 1.2 -1.0 -1.071
C -1.887984 -4.743913 0.375103 -0.3 -1.1 1.4 0.683
C -3.017505 -4.026586 1.124358 0.4 -0.2 -0.5 -1.178
O -2.021526 -4.599890 -1.026429 0.4 0.2 -0.3 -0.551
H -0.383890 -3.269654 0.763456 0.0 -0.1 0.2 -0.060
H 0.244728 -4.742538 0.110123 0.0 -0.3 0.2 0.369
H -0.251976 -4.685780 1.829087 -0.1 -0.1 0.1 0.436
H -1.983360 -5.804692 0.662786 -0.1 0.0 -0.4 0.201
H -3.181932 -3.059482 0.646580 -0.1 0.1 0.3 0.190
H -2.767843 -3.922031 2.178813 -0.1 0.1 0.0 0.287
H -3.921467 -4.632169 1.041031 -0.1 0.2 0.0 0.415
H -2.856382 -4.964526 -1.333667 0.0 0.0 0.2 0.282
C 1.801944 4.066873 1.932895 0.3 -0.3 -0.2 -0.787
O 1.030458 3.087964 2.629545 -0.1 0.1 0.0 -0.380
H 2.822065 3.703350 1.772790 0.0 0.0 0.2 0.242
H 1.370345 4.205280 0.940041 -0.1 0.2 0.1 0.092
H 1.856698 5.007462 2.476390 -0.1 0.1 -0.1 0.534
H 0.801923 3.440434 3.491969 0.0 -0.1 0.0 0.257
C 4.252949 1.479430 3.498090 -0.6 -0.4 0.0 -0.494
O 4.123135 0.592985 2.397512 0.2 0.1 0.1 -0.504
H 3.293960 1.968444 3.705529 0.2 0.2 -0.1 0.083
H 4.464675 0.894376 4.395513 0.3 0.0 -0.1 0.284
H 5.043681 2.212425 3.330824 0.0 0.1 0.1 0.250
H 3.380055 0.866450 1.845049 -0.1 -0.2 0.0 0.387
C 0.724030 -0.068601 0.331252 0.0 -0.6 1.0 0.135
O 1.677170 0.811968 0.910288 -0.1 0.4 -0.6 -0.105
H 1.140693 -1.069262 0.442287 0.0 0.0 -0.2 0.331
H -0.176214 -0.031714 0.953713 -0.2 -0.1 -0.3 -0.253
H 0.477826 0.097068 -0.717774 0.2 0.3 0.0 -0.099
H 1.254308 1.675214 0.986834 0.1 -0.1 0.2 -0.035
```
Positions in Å, forces in eV/Å.

For the HOMO energy, the calculation gives -9.818 eV. The energy above the lowest of the compared OMol25 structures with the same formula, charge and spin comes out at 1.988 eV. The calculation puts the total energy at -1513.17443 a.u. The value obtained for the gap between HOMO and LUMO is 0.3639 hartree. The net charge is 0. Its SMILES is CC(C)O.CC(C)O.CC(C)O.CC(C)O.CC(C)O.CC(C)O.CO.CO.CO.

Record 2
ORCA calculation (ωB97M-V with the def2-TZVPD basis set) on a cluster of 13 separate species, C21H61N28O14 in total at a distorted geometry.

Structure (XYZ):
```
124
Properties=species:S:1:pos:R:3:forces:R:3:mulliken_charge:R:1
N 1.644049 -3.818303 -0.166996 -2.0 2.6 0.1 -0.759
C 1.007551 -2.700680 -0.455087 1.3 -1.2 1.4 -0.528
C 0.102607 -1.999907 0.692283 0.0 0.4 -1.1 0.442
C -1.439570 -2.373726 0.573502 -2.5 2.8 0.9 0.153
N -2.122514 -3.616051 0.296465 -2.3 3.7 0.8 0.285
C -3.559338 -3.380409 0.355747 3.4 2.1 0.4 -0.222
N -3.761019 -1.993429 0.658477 1.4 -3.5 -0.8 0.352
C -5.184765 -1.566537 0.783963 -0.9 0.9 -0.1 -0.740
C -5.589758 -0.295719 -0.103281 -2.3 1.4 1.9 0.065
N -6.620346 0.424080 0.334045 3.1 -2.6 -1.0 -0.627
C -2.506468 -1.277989 0.818488 1.0 -4.1 -1.1 -0.634
C -2.341584 0.265778 1.157339 0.0 -1.0 0.1 0.304
C -2.368548 0.424679 2.745061 2.9 1.5 3.0 0.155
O -1.298394 0.753126 3.344621 -4.0 -1.5 -2.5 -0.441
O -3.522630 0.227211 3.547650 1.7 -0.9 -1.9 -0.496
H 1.383511 -4.027985 0.823946 0.3 -0.2 -0.7 0.440
H 1.080641 -2.153108 -1.475634 0.2 -1.4 2.4 0.528
H 0.198082 -0.859438 0.504773 -0.5 -1.8 0.3 -0.485
H 0.522758 -2.161700 1.751742 -0.9 -0.2 -1.7 0.420
H -1.650277 -4.523185 0.118556 -0.5 0.9 0.3 0.303
H -4.338887 -4.185779 0.176447 1.2 1.5 0.3 0.354
H -5.398315 -1.319824 1.889236 0.4 -0.3 -1.7 0.331
H -5.895548 -2.423479 0.467750 1.5 1.2 0.5 0.331
H -5.069211 0.041718 -1.061899 -0.4 -0.9 1.4 0.483
H -6.956649 -0.025314 1.216563 0.1 0.6 -0.7 0.273
H -3.101643 0.905726 0.593441 0.9 -0.9 1.0 0.451
H -1.283558 0.592188 0.821876 -1.8 -0.5 0.7 -0.404
H -3.227570 -0.188194 4.399042 -0.1 0.9 -0.8 0.376
C -0.845910 -2.358902 -3.479330 0.1 0.1 -1.1 0.580
O -0.130731 -1.897809 -2.590967 -1.0 0.5 -0.5 -0.600
N -1.944112 -3.108413 -3.215877 -0.5 -0.3 0.7 -0.324
N -0.599441 -2.158182 -4.789193 0.4 0.1 0.3 -0.341
H -2.541062 -3.493802 -3.925259 0.1 0.1 0.0 0.169
H -2.161559 -3.279998 -2.248313 0.0 0.0 -0.3 0.194
H 0.209489 -1.604183 -5.026977 -0.3 0.0 -0.3 0.171
H -1.170766 -2.525071 -5.528594 0.1 0.1 0.0 0.116
C -0.301357 0.877675 -7.008615 -0.4 -0.1 -0.1 0.625
O 0.080525 -0.287359 -6.985428 0.2 -0.2 0.2 -0.742
N 0.543111 1.926185 -6.858801 0.9 0.4 0.3 -0.288
N -1.595706 1.220284 -7.185722 -0.6 -0.3 0.0 -0.272
H 0.248973 2.886570 -6.875617 -0.2 -0.1 -0.1 0.155
H 1.518238 1.714991 -6.724930 -0.2 0.0 -0.1 0.162
H -2.257507 0.470669 -7.301782 0.2 0.1 0.0 0.174
H -1.924209 2.171500 -7.206899 0.1 0.2 -0.2 0.185
C -1.017327 3.009522 -2.104879 -0.2 -0.1 -0.1 0.494
O -2.085493 2.717599 -2.628288 -0.1 0.0 0.1 -0.726
N -0.042551 2.097828 -1.873252 0.2 -0.8 0.0 0.110
N -0.715770 4.269510 -1.710556 -0.1 0.8 0.0 -0.341
H 0.840296 2.318174 -1.443877 -0.1 0.2 0.1 0.093
H -0.227926 1.146755 -2.152071 0.0 0.1 -0.1 -0.007
H -1.414277 4.978116 -1.864543 0.1 -0.2 0.1 0.225
H 0.154591 4.527593 -1.278962 0.0 -0.1 0.1 0.169
C -7.460563 -0.109371 -3.644314 0.0 -0.2 0.1 0.670
O -7.353332 -1.250575 -3.215332 0.1 0.0 0.1 -0.646
N -8.017417 0.170324 -4.847411 -0.3 -0.2 -0.6 -0.397
N -7.030887 0.972861 -2.951676 0.4 0.3 0.5 -0.269
H -8.114500 1.098713 -5.216536 0.0 -0.1 0.1 0.161
H -8.349168 -0.609268 -5.392069 0.0 0.2 0.1 0.231
H -6.611419 0.803396 -2.051832 -0.4 0.2 -0.2 0.069
H -7.107704 1.917358 -3.282898 0.0 -0.1 0.0 0.168
C 2.150736 1.797048 1.473584 0.4 0.1 0.0 0.583
O 1.643515 2.706201 0.832037 -0.2 -0.1 -0.3 -0.701
N 1.516644 1.203854 2.513417 -0.6 0.0 0.3 -0.109
N 3.383043 1.306724 1.199037 0.4 0.0 -0.5 -0.311
H 1.908648 0.455026 3.053321 0.0 -0.1 -0.4 0.145
H 0.594161 1.545826 2.745179 0.2 -0.2 0.0 0.050
H 3.884945 1.727176 0.428199 0.3 0.1 0.3 0.270
H 3.816959 0.560917 1.713161 0.0 0.0 -0.1 0.118
C 5.467633 -4.343608 0.622737 0.4 0.0 0.0 0.541
O 5.145128 -3.437474 1.384319 -0.3 0.1 0.1 -0.607
N 6.759009 -4.663074 0.366513 0.6 0.3 0.0 -0.317
N 4.555586 -5.106072 -0.030225 -0.7 -0.3 0.0 -0.348
H 7.038444 -5.401099 -0.253496 -0.2 0.1 0.0 0.148
H 7.471779 -4.118144 0.834015 -0.2 -0.1 0.2 0.300
H 3.582384 -4.899249 0.133573 0.1 0.1 -0.3 0.218
H 4.796573 -5.851946 -0.656977 0.1 0.1 0.1 0.135
C 8.017451 -2.243505 3.265597 0.0 -0.1 -0.2 0.610
O 8.046183 -3.209330 2.520510 0.3 0.0 0.0 -0.677
N 9.132888 -1.563682 3.627449 0.8 0.1 0.0 -0.411
N 6.864730 -1.768612 3.794499 -0.9 0.0 0.2 -0.336
H 9.129061 -0.767470 4.238632 0.0 -0.1 -0.1 0.152
H 10.009784 -1.888128 3.253131 -0.2 0.1 0.1 0.223
H 6.013576 -2.250323 3.545399 0.2 0.0 -0.2 0.228
H 6.815776 -0.976711 4.409034 0.1 -0.1 -0.1 0.163
C -2.025087 5.201744 -7.036098 -0.1 0.0 0.0 0.780
O -2.009938 4.234114 -7.787396 0.1 -0.2 0.2 -0.730
N -0.898725 5.857742 -6.666367 0.7 0.0 0.0 -0.404
N -3.168822 5.699654 -6.510877 -0.7 0.0 0.0 -0.405
H -0.890099 6.652120 -6.052564 0.0 -0.1 -0.1 0.169
H -0.026471 5.517920 -7.037408 -0.2 0.2 0.0 0.223
H -4.028164 5.238801 -6.762744 0.2 0.1 0.1 0.218
H -3.203121 6.490935 -5.894164 0.0 -0.1 -0.1 0.160
C 4.107738 2.348381 -2.488881 0.3 0.2 0.2 0.703
O 4.828039 2.829358 -1.626723 -0.1 -0.1 0.1 -0.653
N 3.029706 1.583196 -2.192082 -0.6 -0.4 0.4 -0.105
N 4.323669 2.537723 -3.812994 0.3 0.3 -0.6 -0.365
H 2.423544 1.177017 -2.882182 0.1 0.0 0.0 0.155
H 2.837982 1.420692 -1.216074 0.0 -0.1 -0.2 -0.157
H 5.116940 3.101739 -4.072581 -0.1 -0.1 0.0 0.232
H 3.743718 2.151026 -4.535116 0.1 0.0 0.1 0.136
C 1.085109 0.447473 6.665033 0.0 -0.1 0.3 0.646
O 0.119529 0.194489 7.371953 -0.1 0.0 -0.2 -0.660
N 0.967156 0.725340 5.342998 -0.4 -0.3 -0.4 -0.067
N 2.352974 0.472205 7.140048 0.5 -0.2 0.5 -0.391
H 1.743158 0.935744 4.745684 -0.1 0.4 0.4 0.138
H 0.036628 0.716776 4.952060 0.3 -0.1 -0.1 0.237
H 2.480421 0.271047 8.118797 0.0 0.1 -0.2 0.234
H 3.157523 0.678266 6.576411 -0.1 0.1 0.1 0.144
C -0.402422 4.141571 6.343854 0.4 0.0 -0.2 0.645
O 0.753549 4.223547 5.955803 -0.1 0.0 0.0 -0.638
N -1.105513 5.216377 6.779865 -0.1 0.8 0.2 -0.394
N -1.081981 2.969273 6.372017 -0.2 -0.6 -0.3 -0.222
H -2.054834 5.170319 7.102425 0.1 0.0 0.0 0.157
H -0.633996 6.106282 6.774014 -0.1 -0.2 0.0 0.238
H -0.590960 2.147492 6.055316 -0.2 0.3 0.4 0.046
H -2.030739 2.879591 6.686599 0.1 0.0 0.1 0.153
C 0.107865 -4.391377 4.052630 0.2 -0.2 0.2 0.712
O -0.235389 -4.278527 2.879975 -0.1 0.1 -0.3 -0.618
N 1.215274 -5.072501 4.425808 0.4 -0.3 -0.3 -0.420
N -0.591870 -3.843385 5.074125 -0.6 0.4 0.1 -0.369
H 1.513368 -5.176246 5.378988 0.0 0.0 -0.1 0.160
H 1.763684 -5.495143 3.693611 0.0 0.1 0.2 0.221
H -1.423174 -3.327906 4.836483 0.2 -0.1 0.1 0.176
H -0.328046 -3.923656 6.039795 0.0 0.0 -0.1 0.168
```
Positions in Å, forces in eV/Å.

For the HOMO energy, the calculation gives -10.754 eV. The calculation puts the total energy at -3423.48518 a.u. The value obtained for the gap between HOMO and LUMO is 0.2799 hartree. The net charge is +1.